1.
{
  "formula": "C15H9FN4O2",
  "method": "ωB97M-V/def2-TZVPD",
  "symbols": ["O", "C", "F", "N", "C", "O", "C", "C", "N", "C", "C", "C", "C", "C", "N", "C", "C", "C", "C", "C", "C", "N", "H", "H", "H", "H", "H", "H", "H", "H", "H"],
  "positions_angstrom": [[-2.440345, -5.557532, -0.530933], [-2.096227, -4.465648, -0.809047], [-2.201872, -3.441282, 0.081041], [-1.654637, -4.006551, -2.074569], [-0.277892, -3.496045, -2.110599], [0.535607, -4.053287, -2.777963], [0.036432, -2.259279, -1.316050], [-0.776610, -1.100023, -1.417226], [-0.509714, -0.005319, -0.776128], [0.579802, -0.022227, 0.035829], [0.914372, 1.134720, 0.781612], [0.074030, 2.353279, 0.682960], [0.544641, 3.486254, 0.029632], [-0.261937, 4.614536, -0.016691], [-1.471908, 4.683487, 0.531907], [-1.913472, 3.595474, 1.158450], [-1.187786, 2.417185, 1.256010], [2.021086, 1.105249, 1.586019], [2.824986, -0.047150, 1.687159], [2.519451, -1.170501, 0.978734], [1.391250, -1.178324, 0.140946], [1.097997, -2.298937, -0.568870], [-2.295542, -3.301243, -2.427216], [-1.639782, -1.091470, -2.072730], [1.517866, 3.491034, -0.438944], [0.093998, 5.500815, -0.523713], [-2.894204, 3.658012, 1.609042], [-1.603755, 1.565222, 1.773595], [2.259840, 1.993369, 2.152343], [3.689266, -0.042175, 2.333785], [3.125059, -2.061643, 1.041612]],
  "forces_ev_per_a": [[0.38, 0.43, 0.11], [-0.71, -0.06, -0.28], [0.09, -0.24, 0.09], [0.32, -0.04, 0.03], [0.07, -0.29, -0.33], [-0.09, 0.09, 0.20], [-0.06, 0.09, 0.02], [-0.05, -0.11, -0.11], [0.01, 0.08, 0.04], [0.08, -0.21, 0.04], [-0.06, 0.06, 0.02], [0.05, 0.17, -0.05], [-0.15, -0.02, 0.13], [0.01, -0.13, 0.03], [0.03, 0.03, 0.01], [0.19, -0.12, -0.06], [-0.06, 0.06, -0.03], [-0.10, 0.09, -0.08], [0.03, -0.04, 0.00], [0.20, -0.01, 0.15], [-0.28, 0.10, -0.18], [0.15, -0.06, 0.06], [-0.06, 0.02, 0.11], [-0.10, 0.01, -0.02], [0.07, 0.00, -0.03], [-0.03, 0.13, -0.04], [-0.11, 0.06, 0.02], [-0.02, -0.06, 0.03], [0.11, 0.03, 0.09], [0.06, 0.05, 0.06], [0.00, -0.10, -0.03]],
  "mulliken_charge": [-0.414, 0.618, -0.188, -0.338, -0.081, -0.406, 0.816, -0.312, -0.370, 0.368, 0.438, 0.342, -0.378, -0.337, -0.625, -0.339, -0.362, -0.408, -0.703, -0.643, 0.239, -0.557, 0.332, 0.325, 0.431, 0.365, 0.365, 0.413, 0.514, 0.397, 0.500],
  "homo_ev": -9.6,
  "smiles": "O=C(F)NC(=O)c1cnc2c(-c3ccncc3)cccc2n1",
  "orbital_gap_ev": 8.65,
  "lumo_energy_ev": -0.999
}



2.
{
  "formula": "C5H12",
  "method": "ωB97M-V/def2-TZVPD",
  "symbols": ["C", "C", "C", "C", "C", "H", "H", "H", "H", "H", "H", "H", "H", "H", "H", "H", "H"],
  "positions_angstrom": [[1.876619, 0.859236, -0.254865], [1.761034, -0.516790, 0.265199], [0.316205, -1.010502, 0.060654], [-0.613089, -0.856216, 1.090103], [-2.562811, 0.368400, -0.583902], [2.909619, 1.241735, -0.269500], [1.322616, 1.110130, -1.176589], [1.357953, 1.375699, 0.584910], [2.448947, -1.257405, -0.149663], [1.853862, -0.448508, 1.364184], [0.167523, -1.105952, -1.017099], [-0.282673, 0.457290, 0.509139], [-1.866229, -0.545069, -0.556605], [-0.497641, -1.541668, 1.951617], [-2.795728, 0.442854, 0.447011], [-3.086073, 0.004178, -1.466853], [-2.310134, 1.422586, -0.797735]],
  "forces_ev_per_a": [[0.23, 1.93, 0.62], [-0.54, -2.12, 0.40], [3.02, -1.12, -0.94], [-1.64, 0.86, -1.52], [1.28, -0.69, -1.84], [-0.21, 0.02, -0.25], [0.41, -0.38, 0.17], [0.20, 0.62, -0.84], [0.42, 0.10, -0.07], [0.49, -0.39, -0.40], [-0.74, 0.13, -0.29], [-1.44, -1.83, 3.15], [0.28, 2.29, 0.28], [0.76, 1.60, 0.76], [-1.69, -0.71, 0.66], [-1.94, 0.33, 0.56], [1.12, -0.66, -0.45]],
  "mulliken_spin": [0.064, -0.138, 0.881, -0.054, -0.003, -0.002, 0.001, -0.029, 0.016, -0.022, 0.001, 0.237, 0.001, 0.048, -0.001, 0.002, -0.003],
  "homo_ev": [-0.5, -1.0],
  "spin_multiplicity": 2,
  "total_charge": -1,
  "de_lowest_kcal_mol": 140.45,
  "orbital_gap_ev": [4.83, 5.29],
  "lumo_energy_ev": [4.353, 4.320]
}



3.
{
  "formula": "C30H78AlFN9O15P3",
  "method": "ωB97M-V/def2-TZVPD",
  "symbols": ["Al", "F", "O", "P", "N", "C", "C", "N", "C", "C", "N", "C", "C", "H", "H", "H", "H", "H", "H", "H", "H", "H", "H", "H", "H", "H", "H", "H", "H", "H", "H", "O", "P", "N", "C", "C", "N", "C", "C", "N", "C", "C", "H", "H", "H", "H", "H", "H", "H", "H", "H", "H", "H", "H", "H", "H", "H", "H", "H", "H", "O", "P", "N", "C", "C", "N", "C", "C", "N", "C", "C", "H", "H", "H", "H", "H", "H", "H", "H", "H", "H", "H", "H", "H", "H", "H", "H", "H", "H", "C", "O", "C", "O", "O", "C", "H", "H", "H", "H", "H", "H", "C", "O", "C", "O", "O", "C", "H", "H", "H", "H", "H", "H", "C", "O", "C", "O", "O", "C", "H", "H", "H", "H", "H", "H", "C", "O", "C", "O", "O", "C", "H", "H", "H", "H", "H", "H"],
  "positions_angstrom": [[-11.862730, 3.107320, -23.068610], [-12.972250, 0.849100, -24.410490], [-10.592230, 0.453090, -22.172790], [-10.022350, -0.914380, -21.982720], [-8.456360, -1.125080, -22.715810], [-8.351290, -1.137720, -24.208540], [-7.243390, -0.755280, -22.012200], [-10.984700, -2.128720, -22.654230], [-12.437700, -2.042320, -22.408290], [-10.421950, -3.356430, -23.230420], [-9.936450, -1.509360, -20.331400], [-9.678420, -2.987730, -19.986420], [-10.660030, -0.852860, -19.291630], [-9.282320, -0.782890, -24.650570], [-8.009190, -2.110840, -24.560840], [-7.613050, -0.365510, -24.424850], [-6.591870, -1.628380, -21.976050], [-7.514400, -0.604360, -20.967270], [-6.615170, -0.009490, -22.499270], [-12.898810, -1.391250, -23.150980], [-12.838760, -3.044160, -22.561810], [-12.647610, -1.788070, -21.369350], [-9.359870, -3.441490, -23.000530], [-10.926170, -4.236010, -22.830160], [-10.646070, -3.336780, -24.296950], [-9.077960, -3.452940, -20.768160], [-9.112380, -3.168660, -19.072660], [-10.629000, -3.514410, -20.070680], [-11.605630, -1.367650, -19.121530], [-10.991270, 0.135940, -19.608900], [-10.049130, -0.896340, -18.389950], [-14.631550, 4.104230, -23.224830], [-16.078000, 4.407990, -23.392250], [-16.369240, 6.040120, -23.683900], [-16.478760, 7.061920, -22.700740], [-15.822560, 6.773220, -24.869460], [-17.125100, 3.926340, -22.089610], [-18.547820, 4.320570, -22.011310], [-16.752540, 2.756840, -21.324890], [-16.717260, 3.564330, -24.760440], [-16.040250, 2.379450, -25.285250], [-17.931970, 3.937710, -25.514290], [-17.256850, 7.743200, -23.045030], [-15.560910, 7.587910, -22.438110], [-16.777790, 6.706180, -21.714770], [-14.735960, 6.856730, -24.889960], [-16.307820, 7.746980, -24.935860], [-16.137730, 6.268450, -25.782680], [-18.596420, 5.398460, -22.165920], [-19.097300, 3.777850, -22.780470], [-19.039300, 3.968210, -21.104450], [-15.742210, 3.016830, -21.009100], [-17.376250, 2.577800, -20.449090], [-16.892260, 1.882500, -21.960580], [-16.207960, 2.230910, -26.351980], [-14.951200, 2.334270, -25.280710], [-16.438130, 1.529160, -24.731360], [-18.837030, 3.386090, -25.259950], [-17.753320, 3.825350, -26.583660], [-18.113430, 4.999390, -25.346910], [-9.582340, 2.650410, -25.163640], [-8.595590, 3.026930, -26.169200], [-8.717250, 2.223910, -27.699270], [-9.023660, 0.771640, -27.702760], [-8.238270, 2.690030, -29.020420], [-6.938940, 2.580220, -25.714040], [-5.893180, 2.394280, -26.780190], [-6.502570, 2.308980, -24.324460], [-8.422140, 4.698110, -26.622170], [-7.424640, 5.632250, -25.950210], [-9.360730, 5.456880, -27.536860], [-8.189610, 0.206810, -28.119190], [-9.860400, 0.603740, -28.380820], [-8.981430, 0.580340, -26.630510], [-8.979610, 2.289410, -29.711810], [-7.238060, 2.322340, -29.249520], [-8.088390, 3.760160, -29.163440], [-6.001990, 3.087990, -27.613870], [-4.895030, 2.516930, -26.359780], [-5.930060, 1.330730, -27.015990], [-7.330220, 2.491210, -23.638970], [-6.284080, 1.241230, -24.340570], [-5.624820, 2.919180, -24.111590], [-7.485460, 6.624070, -26.398180], [-7.583360, 5.812160, -24.886940], [-6.423590, 5.225230, -26.092800], [-8.984410, 6.387000, -27.962720], [-10.197860, 5.793600, -26.925370], [-9.599740, 4.841250, -28.404030], [-15.197990, -1.592290, -26.259470], [-15.781840, -1.308340, -27.550530], [-16.918850, -0.550630, -27.679500], [-17.522460, -0.034190, -26.746100], [-17.234500, -0.320210, -28.933380], [-18.505210, 0.288630, -29.277560], [-16.046160, -1.840630, -25.621480], [-14.721760, -0.692490, -25.870050], [-14.643120, -2.529840, -26.224620], [-19.307010, -0.315790, -28.853400], [-18.574370, 0.278250, -30.365310], [-18.653320, 1.280500, -28.850530], [-11.846140, -1.681590, -26.261980], [-11.297770, -1.951760, -27.558180], [-11.114400, -3.194000, -27.959610], [-11.167990, -4.191000, -27.312790], [-10.778380, -3.158270, -29.244570], [-10.422250, -4.255160, -29.967270], [-11.253780, -0.952030, -25.709750], [-12.021430, -2.650580, -25.794620], [-12.789180, -1.154840, -26.408010], [-11.303450, -4.894020, -30.025940], [-9.616430, -4.860230, -29.551760], [-10.072850, -3.836220, -30.910930], [-12.911330, 1.694360, -27.764400], [-12.673720, 3.068650, -28.030520], [-12.524140, 4.035240, -27.090160], [-12.535180, 3.866740, -25.866810], [-12.396290, 5.264930, -27.650230], [-12.261350, 5.602840, -29.012220], [-13.841410, 1.574140, -27.208890], [-12.043390, 1.255650, -27.272150], [-13.173770, 1.234790, -28.717310], [-13.289840, 5.749960, -29.341860], [-11.811170, 4.821040, -29.623950], [-11.921770, 6.563060, -29.400500], [-14.056810, -0.145870, -18.058840], [-13.787050, 0.919750, -18.952910], [-14.123200, 0.907840, -20.277720], [-13.805580, 1.709920, -21.180940], [-14.964190, -0.159150, -20.489110], [-15.364140, -0.458860, -21.826080], [-15.129720, -0.048040, -17.893320], [-13.535030, 0.116890, -17.138620], [-13.778170, -1.112170, -18.479210], [-15.133430, 0.373090, -22.491460], [-16.436630, -0.646520, -21.774560], [-14.811260, -1.263100, -22.311490]],
  "forces_ev_per_a": [[-1.00, -1.63, -1.15], [0.33, 0.77, 0.51], [0.12, -1.11, 0.92], [1.41, -0.51, -0.25], [-2.28, 0.06, 0.18], [-0.06, 0.63, 1.41], [0.02, -1.46, 0.57], [0.57, 0.37, 0.22], [0.76, -0.91, -0.64], [-0.59, 0.37, 0.07], [1.13, -0.84, -1.44], [-0.03, 1.11, -2.10], [-0.63, 0.37, -0.16], [-0.04, -0.41, -0.10], [-0.16, 0.07, -0.19], [0.11, -0.15, -0.35], [0.19, -0.28, -0.02], [0.33, 0.69, -0.04], [-0.59, 0.59, 0.19], [0.02, 0.48, 0.31], [-0.04, -0.07, 0.02], [-0.07, 0.45, -0.04], [-0.16, 0.12, -0.35], [-0.10, 0.00, 0.20], [0.42, -0.25, -0.21], [0.19, 0.32, -0.12], [-0.49, 0.57, 0.24], [-0.13, -0.03, 0.70], [-0.13, -0.43, 0.37], [0.58, 0.27, 0.26], [-0.25, 0.44, 0.22], [-0.77, -0.56, 0.24], [-0.23, 0.69, -0.57], [0.41, -0.59, -1.01], [-1.01, 0.25, 2.38], [-0.60, -1.54, -0.92], [-0.30, 1.22, -0.49], [0.65, -0.24, -0.93], [0.46, 0.48, -0.18], [0.54, 0.62, -0.32], [0.27, -0.29, -0.02], [0.64, 0.97, 0.45], [0.20, 0.36, 0.25], [0.29, 0.12, -0.67], [-0.33, -0.40, -0.03], [-0.02, 0.07, 0.32], [0.20, -0.02, 0.33], [0.21, -0.21, -0.10], [-0.47, -0.15, 0.10], [-0.22, 0.25, -0.45], [0.57, 0.40, 0.34], [0.18, -1.16, -0.01], [-0.18, 0.53, -0.06], [0.66, -0.40, 0.09], [-0.91, 0.15, 0.08], [0.16, 0.58, 1.11], [0.10, -0.51, -0.24], [0.12, -0.33, 0.24], [0.12, -0.23, 0.04], [-0.21, -0.05, 0.13], [-0.59, -0.31, 0.82], [3.99, 1.34, -3.16], [0.11, 1.17, 0.62], [1.37, 1.61, 0.32], [-0.10, -0.08, 0.60], [-1.43, 1.33, -0.38], [-0.79, -0.36, 1.58], [-0.83, -0.09, -1.69], [0.41, 0.40, -0.07], [-0.42, -1.07, -0.29], [0.17, -0.84, 1.05], [0.28, 0.06, -0.17], [-0.52, -0.42, 0.82], [-1.29, -1.02, -0.17], [0.27, 0.23, -0.45], [-0.07, -0.68, -0.04], [-0.62, 0.04, 0.44], [-0.19, -0.33, 0.06], [-0.08, 0.39, 0.25], [0.00, 0.03, -0.86], [0.14, 0.08, 0.01], [0.51, -0.07, 0.64], [0.01, -0.15, 0.28], [-0.04, -0.29, -0.30], [-0.25, -0.40, 0.13], [0.03, 0.17, 0.08], [0.94, -0.21, 0.26], [-0.42, -0.39, -0.41], [-0.60, -0.07, 0.38], [-2.47, 0.34, 0.58], [-0.47, 0.19, -1.47], [0.12, 1.01, 2.24], [0.68, -0.94, -0.52], [0.64, -0.60, -0.99], [-0.30, -0.50, 0.74], [-0.08, 0.35, 0.43], [0.36, -0.27, 0.04], [0.46, 0.48, -0.93], [0.04, -0.15, -0.12], [0.25, 0.08, 0.25], [0.53, 0.07, -0.13], [-0.62, -0.11, -0.47], [0.01, 1.32, -0.02], [0.75, -0.37, -1.05], [-0.36, -0.93, 1.11], [-0.26, 3.22, 1.33], [0.16, -1.91, -0.82], [0.45, -0.46, 0.02], [0.09, 0.28, 0.46], [0.12, -0.26, -0.08], [0.15, -0.25, -0.64], [0.09, 0.20, 0.37], [-0.33, -0.47, -0.16], [-0.63, -0.17, 0.39], [0.30, 1.96, -0.17], [-0.16, -0.92, 0.57], [0.02, 0.55, -2.53], [0.81, 0.09, 2.05], [-2.16, -1.13, -2.12], [0.33, 0.06, 0.66], [-0.29, -0.15, 0.05], [0.68, 0.10, -0.17], [-0.31, -0.68, -0.43], [0.01, -0.08, 0.28], [1.23, 0.34, 1.74], [-1.15, 0.27, 0.02], [1.21, 1.88, -2.95], [-0.36, -0.21, -1.00], [-0.27, -1.98, 3.35], [1.20, 0.60, 0.16], [-0.19, 0.77, -0.84], [-0.01, -0.81, 0.37], [0.11, -0.24, -0.21], [-0.07, 0.08, 0.21], [-0.23, 0.31, 0.15], [0.18, -0.19, -0.18], [-0.15, -0.41, 0.78]],
  "mulliken_charge": [1.010, -0.517, -0.806, 0.433, 0.225, 0.354, -0.899, 0.753, -0.894, -1.145, 0.345, -0.943, -0.981, -0.462, 0.271, -0.241, 0.391, 0.380, 0.109, -0.088, 0.454, 0.346, 0.451, 0.474, 0.163, 0.282, 0.370, 0.328, 0.255, 0.275, 0.396, -0.486, 0.054, 0.305, -1.247, -1.159, 0.327, -0.857, -0.964, 0.726, -0.747, -1.076, 0.425, 0.313, 0.420, 0.324, 0.429, 0.349, 0.296, 0.288, 0.344, 0.321, 0.385, 0.326, 0.317, -0.027, 0.239, 0.308, 0.348, 0.404, -0.107, -0.809, 0.890, -0.784, -1.372, 0.579, -1.107, -1.106, 0.347, -0.907, -1.023, 0.384, 0.437, -0.304, 0.360, 0.310, 0.428, 0.353, 0.438, 0.233, 0.299, 0.392, 0.366, 0.340, 0.285, 0.304, 0.467, 0.444, 0.127, -0.400, -0.345, 0.832, -0.598, -0.347, -0.597, 0.429, -0.136, 0.358, 0.330, 0.244, 0.223, 0.112, -0.012, 0.584, -0.538, -0.379, -0.677, -0.167, 0.518, -0.389, 0.296, 0.305, 0.236, 0.422, -0.416, 0.526, -0.277, -0.347, -0.873, -0.373, -0.122, 0.344, 0.381, 0.340, 0.313, -0.703, -0.370, 1.046, -0.406, -0.433, -0.397, 0.326, 0.236, 0.296, 0.107, 0.422, 0.039],
  "homo_ev": -12.1,
  "total_charge": 2,
  "orbital_gap_ev": 1.84,
  "lumo_energy_ev": -10.308
}



What is the formula in the second record? C5H12